Below is 4 unconnected molecules or ions with the total composition C3H15NO3, with properties calculated with ωB97M-V/def2-TZVPD.

Last column: Löwdin charge in e.
Cartesian coordinates (Å):
C -0.253 1.887 -0.410  -0.08
C -0.104 1.542 1.071  -0.29
N -0.099 0.076 1.313  -0.16
C -0.107 -0.222 2.728  -0.13
H -0.126 2.958 -0.528  0.07
H -1.240 1.547 -0.716  0.06
H 0.419 1.268 -1.006  0.07
H -0.932 1.935 1.656  0.11
H 0.820 1.984 1.467  0.11
H 0.752 -0.227 0.860  0.11
H 0.167 -1.263 2.884  0.08
H 0.607 0.379 3.299  0.07
H -1.088 -0.025 3.163  0.08
O -0.060 -1.258 -2.717  -0.07
H -0.592 -1.433 -1.920  0.00
H 0.229 -2.141 -2.943  0.03
O 3.064 -1.394 -2.288  -0.07
H 2.660 -2.199 -2.623  0.02
H 2.300 -0.826 -2.105  0.01
O -1.944 -1.174 -0.544  -0.08
H -2.872 -0.948 -0.684  0.05
H -1.600 -0.467 0.040  0.01

Atoms 1-6, force components in eV/Å:
-0.412 -0.943 0.877
0.189 -0.422 0.175
-0.233 1.283 -0.794
0.333 -0.207 0.246
0.052 -0.027 -0.437
-0.204 0.430 -0.240

Results
E_HOMO in Ha: -0.3514
Energy relative to the best compared isomer or geometry (same formula, charge and spin) in kJ/mol: 73.5
E_tot in eV: -10986.8494
HOMO-LUMO gap in eV: 10.27
LUMO level in eV: 0.7
2S+1: 1
Structure (SMILES): CCNC.O.O.O
Strongest force on any atom in eV/Å: 1.53